270
Properties=species:S:1:pos:R:3:mulliken_charge:R:1 method="wB97M-V/def2-TZVPD" smiles=CC1(C)CCCC(C)(C)N1O.CC1(C)CCCC(C)(C)N1O.CC1(C)CCCC(C)(C)N1O.CC1(C)CCCC(C)(C)N1O.CC1(C)CCCC(C)(C)N1O.CC1(C)CCCC(C)(C)N1O.CC1(C)CCCC(C)(C)N1O.CC1(C)CCCC(C)(C)N1O.CC1(C)CCCC(C)(C)N1O charge=0 total_energy_ha=-4358.1914 homo_lumo_gap_ev=8.31 relative_energy_kcal_mol=184.7 lumo_ev=0.4
C -1.010 -10.726 1.715 -1.8793
C -2.145 -9.731 1.273 1.4346
C -3.439 -10.256 2.039 -1.2924
C -4.563 -9.250 1.968 -0.5949
C -4.113 -7.997 2.718 -0.9835
C -2.878 -7.362 2.018 1.3435
N -1.824 -8.313 1.795 0.4830
O -0.741 -7.755 1.209 -0.5100
C -3.374 -6.582 0.755 -1.3073
C -2.426 -6.285 3.090 -1.9277
C -2.358 -9.955 -0.221 -1.7562
H -0.787 -10.607 2.775 0.4721
H -0.090 -10.598 1.145 0.3664
H -1.214 -11.797 1.735 0.3717
H -3.751 -11.151 1.502 0.4253
H -3.214 -10.526 3.071 0.4400
H -5.312 -9.746 2.585 0.3515
H -4.856 -9.042 0.939 0.3283
H -3.855 -8.266 3.742 0.4636
H -4.944 -7.291 2.692 0.2090
H -2.570 -5.927 0.421 0.2427
H -3.656 -7.285 -0.029 0.3291
H -4.201 -5.931 1.040 0.2738
H -3.234 -5.612 3.379 0.3889
H -2.014 -6.805 3.955 0.4728
H -1.535 -5.752 2.761 0.3171
H -2.336 -10.990 -0.563 0.4531
H -1.546 -9.477 -0.768 0.3929
H -3.280 -9.532 -0.618 0.3278
H -0.125 -7.700 1.943 0.3658
C 2.812 8.509 -2.049 -2.1033
C 1.635 7.789 -2.686 1.6464
C 2.175 6.473 -3.327 -0.8794
C 1.004 5.559 -3.733 -1.2237
C 0.084 5.291 -2.518 -0.2298
C -0.462 6.552 -1.813 1.1650
N 0.702 7.480 -1.603 1.1796
O 0.287 8.565 -0.864 -0.6632
C -1.680 7.137 -2.643 -1.8440
C -1.026 6.016 -0.467 -1.3689
C 1.000 8.721 -3.759 -2.0071
H 3.215 7.990 -1.180 0.2256
H 2.515 9.532 -1.815 0.5660
H 3.667 8.625 -2.715 0.4780
H 2.690 6.749 -4.247 0.4953
H 2.850 5.895 -2.696 0.0479
H 1.363 4.599 -4.103 0.4963
H 0.421 5.937 -4.573 0.4209
H 0.690 4.709 -1.824 -0.4458
H -0.746 4.655 -2.826 0.6917
H -1.963 8.113 -2.250 0.4637
H -1.571 7.469 -3.676 0.2727
H -2.502 6.443 -2.467 0.4239
H -0.279 5.833 0.305 -0.0418
H -1.767 6.720 -0.087 0.4099
H -1.570 5.074 -0.537 0.3707
H 1.819 9.048 -4.399 0.4785
H 0.512 9.619 -3.381 0.2920
H 0.339 8.126 -4.390 0.3477
H 1.133 8.793 -0.470 0.3375
C 3.884 4.701 0.196 -2.7269
C 4.194 5.474 1.496 2.4100
C 5.583 6.223 1.338 -1.0708
C 5.727 7.380 2.304 -0.7532
C 4.474 8.309 2.312 -1.2183
C 3.098 7.544 2.524 1.0944
N 3.064 6.421 1.574 1.5020
O 1.809 5.842 1.550 -0.5253
C 2.972 7.174 4.059 -1.7372
C 2.015 8.608 2.166 -1.9483
C 4.232 4.533 2.629 -2.0764
H 3.578 5.320 -0.648 0.3069
H 3.027 4.027 0.207 0.3035
H 4.743 4.144 -0.178 0.6683
H 6.431 5.571 1.549 0.2663
H 5.657 6.629 0.329 0.4999
H 6.637 7.876 1.965 0.4776
H 5.980 6.973 3.283 0.3270
H 4.510 8.930 1.417 0.4571
H 4.692 9.082 3.049 0.3881
H 3.891 6.807 4.516 0.2790
H 2.513 7.967 4.649 0.4525
H 2.260 6.354 4.154 0.3241
H 0.986 8.300 2.348 0.4076
H 2.067 9.450 2.856 0.5436
H 2.186 8.998 1.163 0.2234
H 4.453 4.978 3.600 0.2525
H 4.922 3.695 2.526 0.4278
H 3.236 4.104 2.733 0.4323
H 1.717 5.728 0.601 0.0821
C -3.316 -0.117 -6.048 -2.0643
C -4.539 -0.327 -5.111 2.0019
C -4.828 1.060 -4.511 -1.1161
C -5.692 2.024 -5.411 -0.7943
C -6.983 1.279 -5.805 -1.2837
C -6.622 -0.056 -6.592 1.4066
N -5.741 -0.918 -5.743 0.2567
O -5.458 -2.159 -6.287 -0.4541
C -7.954 -0.766 -6.914 -1.9933
C -5.982 0.369 -7.949 -1.6592
C -4.096 -1.353 -3.951 -2.0669
H -3.276 -0.836 -6.866 0.4691
H -2.380 -0.222 -5.499 0.4798
H -3.218 0.777 -6.665 0.3164
H -5.257 1.001 -3.510 0.5479
H -3.969 1.727 -4.437 0.2064
H -5.083 2.403 -6.232 0.3306
H -6.042 2.904 -4.872 0.4504
H -7.694 1.862 -6.389 0.5031
H -7.585 1.071 -4.920 0.3723
H -8.315 -1.211 -5.986 0.4940
H -8.758 -0.145 -7.309 0.3846
H -7.803 -1.712 -7.434 0.4372
H -5.074 0.970 -7.990 0.2562
H -5.808 -0.555 -8.500 0.3830
H -6.758 0.818 -8.570 0.4384
H -3.668 -2.229 -4.440 0.4460
H -4.865 -1.781 -3.309 0.4691
H -3.464 -0.843 -3.224 0.4349
H -6.323 -2.575 -6.259 0.3805
C 4.427 -2.132 -8.453 -1.7841
C 3.380 -1.040 -8.538 1.4593
C 2.227 -1.742 -9.205 -1.2882
C 1.399 -2.658 -8.217 -0.8417
C 1.080 -1.994 -6.938 -1.0968
C 2.256 -1.247 -6.174 1.7320
N 3.048 -0.491 -7.202 0.5201
O 4.101 0.250 -6.651 -0.4630
C 1.590 -0.157 -5.268 -1.9775
C 3.101 -2.344 -5.405 -1.6698
C 3.941 0.126 -9.395 -1.8324
H 4.863 -2.438 -9.404 0.4438
H 4.118 -3.024 -7.909 0.3744
H 5.262 -1.917 -7.785 0.3772
H 1.507 -1.058 -9.654 0.3814
H 2.699 -2.310 -10.007 0.4355
H 1.848 -3.644 -8.102 0.3419
H 0.515 -2.835 -8.829 0.4010
H 0.643 -2.776 -6.316 0.4774
H 0.265 -1.317 -7.196 0.3277
H 0.797 -0.563 -4.641 0.2751
H 2.366 0.299 -4.653 0.4688
H 1.151 0.531 -5.990 0.5005
H 4.155 -2.082 -5.310 0.3243
H 2.693 -2.353 -4.395 0.3103
H 2.902 -3.337 -5.809 0.3576
H 3.792 -0.015 -10.466 0.4064
H 5.006 0.243 -9.198 0.3388
H 3.384 0.993 -9.040 0.4030
H 3.739 1.136 -6.576 0.3330
C 0.573 2.016 0.289 -2.3208
C -0.024 0.724 -0.237 3.0119
C 1.058 0.077 -1.119 -0.4409
C 0.765 -1.409 -1.376 -0.2071
C 0.533 -2.170 -0.084 -2.1184
C -0.648 -1.589 0.857 2.2351
N -0.389 -0.133 0.992 1.7086
O -1.305 0.436 1.869 -0.5338
C -1.933 -1.993 0.152 -1.5711
C -0.458 -2.242 2.247 -1.5670
C -1.221 0.973 -1.176 -1.9270
H 1.338 1.891 1.055 -0.3654
H -0.190 2.610 0.792 0.7593
H 1.016 2.649 -0.481 0.2720
H 0.954 0.517 -2.111 0.6864
H 2.067 0.113 -0.708 -0.8261
H 1.648 -1.960 -1.700 0.2562
H 0.055 -1.607 -2.178 0.5222
H 1.464 -2.214 0.482 0.0989
H 0.293 -3.218 -0.265 0.6243
H -2.725 -1.338 0.512 0.2584
H -1.804 -1.999 -0.930 0.0971
H -2.348 -2.965 0.421 0.2037
H -1.056 -1.831 3.060 0.0975
H -0.571 -3.323 2.175 0.2852
H 0.541 -1.974 2.592 -0.2165
H -1.015 1.783 -1.876 0.3592
H -2.128 1.180 -0.608 0.2826
H -1.548 0.069 -1.688 -0.0380
H -0.692 0.531 2.602 0.5159
C -4.135 -3.034 7.120 -1.5913
C -5.031 -2.245 6.139 1.7399
C -4.163 -1.875 4.831 -0.1301
C -4.968 -1.282 3.641 -0.6819
C -6.113 -2.189 3.349 -1.1714
C -7.090 -2.698 4.510 1.6030
N -6.311 -3.023 5.762 0.2164
O -7.085 -3.190 6.852 -0.5325
C -8.141 -1.630 4.817 -1.7214
C -7.831 -4.000 3.945 -1.7249
C -5.407 -0.930 6.915 -1.5224
H -4.059 -4.077 6.814 0.4428
H -4.518 -3.042 8.141 0.3986
H -3.131 -2.612 7.157 0.1123
H -3.433 -1.139 5.167 -0.4242
H -3.487 -2.682 4.545 0.2232
H -4.397 -1.110 2.728 0.2169
H -5.476 -0.364 3.935 0.3548
H -5.599 -2.987 2.814 0.1470
H -6.693 -1.724 2.552 0.5137
H -8.787 -2.018 5.604 0.3865
H -7.773 -0.692 5.232 0.3035
H -8.750 -1.512 3.921 0.4455
H -8.626 -4.368 4.594 0.4022
H -8.304 -3.786 2.987 0.3927
H -7.177 -4.855 3.773 0.2935
H -6.221 -0.428 6.393 0.2985
H -4.588 -0.225 7.057 0.2290
H -5.863 -1.269 7.845 0.4160
H -6.982 -4.109 7.110 0.3644
C 8.095 -0.661 1.401 -1.8728
C 6.688 -0.826 1.719 1.8088
C 6.033 0.533 2.109 -0.8337
C 5.711 1.366 0.937 0.9982
C 4.924 0.528 -0.092 -1.2127
C 5.537 -0.747 -0.580 2.0038
N 5.938 -1.457 0.631 0.8268
O 6.151 -2.811 0.378 -0.5539
C 4.418 -1.495 -1.340 -2.0644
C 6.612 -0.359 -1.565 -1.9953
C 6.552 -1.806 2.931 -1.8128
H 8.746 -1.503 1.166 0.3863
H 8.556 -0.244 2.296 0.4639
H 8.381 -0.101 0.511 0.2424
H 5.195 0.424 2.798 -0.4002
H 6.839 1.045 2.634 0.6611
H 6.630 1.782 0.523 0.5290
H 5.110 2.233 1.213 -1.4196
H 4.638 1.237 -0.868 0.8099
H 4.005 0.183 0.381 -0.2527
H 4.861 -2.431 -1.679 0.6056
H 3.541 -1.752 -0.746 -0.1130
H 4.105 -0.920 -2.212 0.5983
H 7.181 0.550 -1.368 0.2784
H 7.208 -1.255 -1.736 0.4678
H 6.198 -0.276 -2.570 0.4142
H 6.437 -1.174 3.812 0.4446
H 7.319 -2.581 2.942 0.3464
H 5.656 -2.424 2.962 0.3283
H 5.386 -3.183 0.824 0.3283
C -0.178 -1.977 6.343 -1.1842
C 0.160 -0.505 6.720 1.2314
C 1.141 -0.504 7.965 -1.2723
C 2.587 -0.762 7.607 -0.8800
C 3.032 0.247 6.514 -1.1867
C 2.180 0.147 5.143 1.8215
N 0.713 0.228 5.484 -0.1831
O -0.176 0.323 4.511 -0.0494
C 2.534 1.389 4.359 -1.7920
C 2.678 -1.088 4.331 -1.1411
C -1.146 0.302 7.211 -1.6164
H -0.855 -2.046 5.492 -0.1002
H -0.669 -2.336 7.247 0.5074
H 0.686 -2.596 6.101 0.2551
H 1.040 0.437 8.506 0.4122
H 0.929 -1.278 8.702 0.4856
H 2.653 -1.762 7.179 0.3055
H 3.282 -0.878 8.438 0.5015
H 4.009 -0.201 6.334 0.4231
H 3.097 1.251 6.932 0.4437
H 2.007 2.262 4.745 0.8003
H 3.573 1.676 4.519 0.4884
H 2.298 1.282 3.300 -0.3118
H 2.345 -2.011 4.807 0.4335
H 2.341 -1.013 3.297 -0.2417
H 3.762 -1.024 4.239 0.1756
H -1.034 1.324 7.572 0.4425
H -1.662 -0.286 7.971 0.4509
H -1.870 0.311 6.396 0.2051
H -0.419 1.227 4.724 0.2791